Molecular formula: C22H15ClF2N6OS
Method: DFT, ωB97M-V with the def2-TZVPD basis set

Geometry as ORCA input:
```
! wB97M-V def2-TZVPD RIJCOSX def2/J DEFGRID3
* xyz 0 1
O -2.0626 2.1593 3.3272
F 1.3180 -2.7941 0.4468
F 2.8263 -1.8440 -0.5133
Cl 5.3672 -2.0683 2.2405
N 0.0506 0.6012 6.7659
N 1.5535 -0.9105 2.4195
N -0.4855 -0.6928 -2.5232
S 3.4344 -0.3454 4.1636
C -1.0582 1.4058 3.2993
C 0.8516 -0.1290 6.0778
C 1.7130 -0.3756 3.6423
C -0.8015 0.1145 -1.5053
C 3.8156 -1.2551 2.6915
C -0.5706 -0.1769 -0.0790
C -1.7359 1.9201 0.2213
C 0.7731 0.1238 4.6478
C -0.9375 -0.1058 -3.6865
C -0.9916 0.8158 0.7343
C -2.0012 2.1832 -1.1415
C -1.5567 1.0419 -3.4440
C -0.3442 0.9569 4.5289
C 2.6438 -1.4520 1.9270
C 0.1463 -1.6391 -7.5216
C -0.8312 -0.6292 -7.5222
C 0.6266 -2.1738 -6.3454
C -1.1826 -0.0912 -6.2140
C 0.2449 -1.6836 -5.0967
C -0.6392 -0.6461 -5.0596
N -0.6802 0.7409 2.1203
N -1.5090 1.1930 -2.0629
N -0.6879 1.3393 5.8378
C 2.5355 -2.3609 0.6835
C -1.6191 2.4686 6.1965
H 1.5239 -0.7216 6.6408
H -0.0866 -1.0343 0.2385
H -2.1499 2.7007 0.8638
H -2.6472 2.9484 -1.5623
H -1.9067 1.8418 -4.0723
H 0.5714 -1.9777 -8.4630
H -1.2116 -0.2382 -8.4216
H 1.3911 -2.9267 -6.2858
H -1.9152 0.6854 -6.1214
H 0.4701 -2.1566 -4.1168
H 0.0456 0.0825 2.3088
H 3.3110 -3.2110 0.8811
H -2.6311 2.2137 5.8589
H -1.3086 3.3739 5.7520
H -1.6619 2.7289 7.2424
*
```

**SMILES**: Cn1ncc(-c2nc(C(F)F)c(Cl)s2)c1C(=O)Nc1ccn2cc(-c3ccccc3)nc2c1
**ΔE to the lowest compared entry with this formula, charge and spin**: 1.951 eV
**Gap between HOMO and LUMO**: 6.95 eV